The following is a quantum chemistry calculation of a cluster of 2 separate species, C4H10NO3 in total at a distorted geometry, from the OMol25 dataset.

Positions of all 18 atoms, in Å:
1 O -2.12449 -1.11644 -1.11989
2 H 0.44863 -2.95883 1.14806
3 H -0.24301 -1.66977 2.16526
4 H 0.97630 3.45637 -1.94491
5 H -1.86662 -0.88837 0.91154
6 O 0.96633 1.03224 1.36265
7 H -1.82097 -0.66338 -1.91366
8 H 0.26209 3.66157 -0.53354
9 N 1.03655 -0.26239 -0.56773
10 H -1.33553 0.48193 -0.07184
11 O 0.15652 3.74963 -1.50716
12 H 1.75361 1.64074 -0.38899
13 C 0.42978 -1.89508 1.33057
14 H 1.38683 -1.55796 1.73312
15 H -0.00224 -2.01961 -0.73287
16 C 1.25632 0.81546 0.16375
17 C 0.08837 -1.19642 -0.01847
18 C -1.36845 -0.60969 -0.01588

Forces on atoms 1 to 3 (eV/Å):
-0.4833 -0.0073 -0.0278
0.0656 -0.4960 0.2708
-0.3017 -0.0401 -0.3173

The charge is -1. The calculation puts the HOMO energy at -3.4 eV. The energy above the lowest of the compared OMol25 structures with the same formula, charge and spin is 224.1 kJ/mol. The calculation puts the total energy at -438.89987 hartree.

The following is a quantum chemistry calculation of the ion C4H8NOS with charge +1 at a distorted geometry, from the OMol25 dataset.

Positions of all 15 atoms, in Å:
1 C -0.90247 -0.55262 0.33990
2 H -0.56666 0.71265 2.51950
3 H -1.66964 -0.91823 1.06284
4 H 0.79806 0.16364 -2.17730
5 C 1.32520 -0.56956 0.17148
6 H 1.12344 -1.37583 -0.52060
7 S -1.17495 -0.82253 -1.31352
8 N 0.28736 -0.11517 0.81310
9 O -2.50720 -0.67131 -1.80206
10 C 0.31006 0.83207 1.90098
11 H -0.70964 0.68542 -3.06312
12 H 1.18563 0.60026 2.56582
13 C -0.23973 0.19805 -2.15711
14 H 2.35140 -0.03060 0.18720
15 H 0.38915 1.86375 1.47290

Forces on atoms 1 to 3 (eV/Å):
-2.2650 0.1089 1.6335
-0.3955 0.0818 -0.1505
0.4466 0.7372 -0.7263

The charge is +1. As for the spin multiplicity: 3. The calculation puts the HOMO energy (spin up / spin down) at -12.6 / -14.1 eV. The energy above the lowest of the compared OMol25 structures with the same formula, charge and spin is 248.3 kJ/mol. The calculation puts the total energy at -684.89622 hartree.

The following is a quantum chemistry calculation of a structure of composition C36H32BrN4O4PTi, from the OMol25 dataset.

Positions of all 79 atoms, in Å:
1 C -2.30313 4.00475 1.54704
2 H -3.24095 -1.87541 -2.15787
3 H 4.91922 1.76121 -0.56991
4 H -4.64015 0.88936 0.23919
5 Ti 0.91126 -0.14521 0.88538
6 H 0.13516 4.79134 -1.33692
7 N 2.73981 -1.12377 1.13208
8 C 4.88571 -2.15609 1.28768
9 C -0.55029 4.56779 -0.52937
10 C -0.31687 -3.40584 -1.37457
11 C -0.47316 3.34662 0.10481
12 C -0.79650 -0.87981 -4.63733
13 C 0.04189 -2.42138 4.62502
14 C -0.32976 -0.80386 -5.93612
15 H -2.76867 -0.68241 -0.05746
16 H 4.94198 2.18939 1.15256
17 H -3.20961 1.36984 2.69836
18 H -1.30398 1.71160 -3.30440
19 H 1.35493 -0.40269 -7.19395
20 H -4.04040 -4.19214 -1.98116
21 H 0.97340 -2.00172 7.62148
22 H -1.55196 6.46339 -0.64714
23 N 0.94627 -0.67982 3.23379
24 H -0.99290 -1.01619 -6.76040
25 O 2.84006 -3.27885 1.79565
26 N 0.68628 -0.50756 -0.86022
27 H -2.46824 -6.00844 -1.41223
28 C -2.84875 0.19595 -0.69540
29 C -0.77161 -4.70765 -1.27556
30 C -3.90362 1.07286 -0.53001
31 H 6.33433 1.35195 0.42829
32 C 3.33757 0.02599 0.86679
33 H 0.27056 2.61862 -0.21501
34 H 2.04039 -0.06543 -2.97949
35 H 6.50392 -0.84041 0.84089
36 C -2.15175 1.36066 2.96476
37 H 0.72944 -3.17751 -1.20103
38 N 4.67647 0.15256 0.74731
39 H -2.03514 2.02529 3.82151
40 H 1.92120 -0.22185 6.40714
41 C -2.02616 1.53505 -2.51841
42 C 1.53696 -0.14793 4.30585
43 H -0.54470 -3.32091 4.71628
44 C 1.84756 -0.19206 -5.12212
45 H -2.98834 3.79740 2.35616
46 C 1.38400 -0.26642 -3.81729
47 C -2.54412 -2.66846 -1.91344
48 H -3.16236 3.28646 -2.97412
49 H -1.89179 0.34928 3.27527
50 Br -0.53360 -2.42438 1.80792
51 C -1.49810 5.50874 -0.14501
52 C -1.35412 3.03377 1.15893
53 C 0.99235 -0.45891 -6.17785
54 C 1.42630 -0.69056 5.56979
55 C 3.43285 -2.27832 1.43753
56 H 5.49435 -3.02871 1.46070
57 P -0.52268 -0.72009 -1.87192
58 H -3.10567 5.94662 1.20773
59 C -2.11276 -4.99172 -1.49182
60 C -2.37087 5.21747 0.89871
61 O 0.49767 -2.45927 6.91643
62 C -1.90665 0.41988 -1.69545
63 H -1.82715 -1.15280 -4.45050
64 C 5.43920 -0.97963 0.95623
65 H -4.83356 2.88037 -1.20703
66 C -1.20426 -2.38080 -1.68713
67 H -0.08022 -5.49885 -1.02935
68 C -1.29138 1.77705 1.81766
69 O -0.41661 0.90220 1.40303
70 C -2.99685 -3.97303 -1.81160
71 C 0.66621 -1.85274 5.73848
72 H 2.11691 0.75204 4.13401
73 C 5.25205 1.44555 0.41873
74 C 0.06079 -0.60692 -3.57423
75 C 0.23160 -1.77842 3.42170
76 O 2.55576 1.03207 0.73978
77 H 2.87641 0.07248 -5.31336
78 C -3.07665 2.41976 -2.33796
79 C -4.01475 2.18963 -1.34649

Forces on atoms 1 to 3 (eV/Å):
0.0986 -0.1945 -0.0154
0.0283 -0.0772 -0.0322
0.0473 0.0353 0.0576

The charge is +1. As for the spin multiplicity: 2. The calculation puts the HOMO energy (spin up / spin down) at -8.5 / -11.3 eV. The energy above the lowest of the compared OMol25 structures with the same formula, charge and spin is 101.6 kJ/mol. The calculation puts the total energy at -5675.83708 hartree.

The following is a quantum chemistry calculation of a structure of composition C25H14F6InO2P at a distorted geometry, from the OMol25 dataset.

Positions of all 49 atoms, in Å:
1 F 0.42025 -2.21951 -3.87787
2 F 3.12363 -2.22730 -3.14791
3 C -1.97719 2.04608 -1.46018
4 C 0.92993 3.18449 0.31093
5 C 3.29689 3.58287 0.48281
6 F -2.14161 -0.88010 -2.83254
7 H -0.08479 3.56120 0.29308
8 C 0.11406 0.06242 4.05564
9 C 2.48290 1.34136 0.20682
10 C -3.11210 2.80880 -1.67651
11 C 1.99572 4.06153 0.45590
12 O -2.19558 -3.17937 1.01623
13 H -4.34886 2.83702 1.47385
14 H -4.85730 3.68534 -0.78733
15 H -1.32491 1.79427 -2.28849
16 C -0.31630 -0.12125 1.67539
17 H -0.59956 -1.54719 5.28959
18 H 1.80502 5.12285 0.55055
19 C 0.47499 -3.43021 -3.35018
20 H 2.66609 0.27781 0.09701
21 O 1.44298 -2.44959 -0.64513
22 H 4.12277 4.27355 0.59462
23 F 1.71975 -5.25487 -4.45629
24 H -3.34344 3.16446 -2.67188
25 C 2.21699 -4.29988 -2.05175
26 C -0.51789 -1.15197 4.28543
27 C 1.68070 -4.25816 -3.54073
28 H -2.32381 1.49974 1.87187
29 In -1.11915 -1.65796 -1.31785
30 H 0.72489 1.50382 2.60790
31 C 1.17263 1.81959 0.19776
32 C 3.54135 2.22186 0.35855
33 C -1.67592 1.57997 -0.17930
34 P -0.15539 0.58639 -0.01381
35 C -1.04980 -1.84685 3.21751
36 H 4.55755 1.84992 0.37346
37 C 0.21886 0.56139 2.76730
38 F -0.53166 -4.94166 -1.92029
39 C -3.96412 3.09768 -0.61969
40 C -0.96966 -1.33981 1.91596
41 C -2.53827 1.86477 0.87572
42 F 2.82091 -5.30373 -1.38814
43 C -3.67878 2.62185 0.65122
44 C 1.19865 -3.41661 -1.34005
45 C -0.13345 -3.63394 -2.05362
46 C -1.57534 -2.16217 0.85239
47 C 2.82938 -3.51817 -3.09926
48 H -1.54571 -2.79845 3.35842
49 H 0.52367 0.62767 4.88289

Forces on atoms 1 to 3 (eV/Å):
-0.1481 -0.1482 -0.3206
0.3598 -0.0572 -0.1638
0.0370 -0.0319 0.0456

The calculation puts the HOMO energy at -8.2 eV. The energy above the lowest of the compared OMol25 structures with the same formula, charge and spin is 224.3 kJ/mol. The calculation puts the total energy at -2242.01308 hartree.

The following is a quantum chemistry calculation of a cluster of 2 separate species, C9H15ClNSi in total at a distorted geometry, from the OMol25 dataset.

Positions of all 27 atoms, in Å:
1 H -2.40181 -2.04609 2.75327
2 H 0.90546 -2.40047 1.14095
3 C -0.22226 1.49254 -2.02075
4 H 0.11562 4.44682 -0.59159
5 C 1.62478 2.88651 -0.51361
6 H -0.04091 -1.60198 -2.58127
7 H 2.91672 1.14280 -0.65665
8 Si 1.21516 -0.96715 -2.27644
9 Cl 3.09105 -1.53456 -2.52570
10 H -0.83390 0.89329 -2.59885
11 C -0.87468 -0.32685 1.52245
12 C 0.96260 0.84289 -1.68768
13 H -0.58257 -0.07279 2.46579
14 H -0.21745 0.00251 0.79512
15 C -0.47352 2.78363 -1.57660
16 H -0.77481 -2.13724 3.18787
17 H 2.39409 3.33645 -0.01900
18 N -1.04102 -1.74462 1.20441
19 C 0.42197 3.49710 -0.82165
20 H -0.11436 -3.48237 0.07959
21 H -1.91503 -1.76483 0.74797
22 C -1.49548 -2.38690 2.52184
23 H -1.86837 0.09575 1.48536
24 H -1.42637 -3.36914 2.42262
25 C 0.03689 -2.44866 0.41008
26 C 1.86528 1.60913 -0.91646
27 H -1.26706 3.25423 -1.95108

Forces on atoms 1 to 3 (eV/Å):
-3.6403 1.3423 1.0468
-0.7438 -0.2579 -1.0930
1.5836 -0.1651 1.0565

The charge is +1. The calculation puts the HOMO energy (spin up / spin down) at -11.2 / -11.2 eV. The energy above the lowest of the compared OMol25 structures with the same formula, charge and spin is 381.7 kJ/mol. The calculation puts the total energy at -1155.98944 hartree.